(1)
This record from the Open Molecules 2025 dataset describes a molecular structure, C6H7N3S at a distorted geometry. The level of theory is ωB97M-V with the def2-TZVPD basis set.

Calculated values
E_LUMO ... 0.80 eV
Total energy ... -21636.90411 eV

```
! wB97M-V def2-TZVPD RIJCOSX def2/J DEFGRID3
* xyz 0 1
C 0.29652 0.76087 0.56059
C -0.73151 0.48786 -0.29097
C -0.65621 -0.73871 -0.98257
C 0.69424 -1.45351 0.26589
C 2.27688 -0.38243 1.59130
C 2.76609 -1.65886 1.67630
N 1.10135 -0.30591 0.82218
N -1.55149 1.54045 -0.55762
N -1.57038 -1.62376 -1.53799
S 1.76850 -2.71700 0.69620
H 0.50490 1.66247 1.01380
H 2.70498 0.36107 2.15720
H 3.58192 -2.10912 2.16335
H -2.17802 1.46376 -1.33806
H -1.09411 2.37280 -0.65474
H -0.97841 -2.31310 -2.06544
H -2.26306 -2.10727 -1.09181
*
```

These are the natural (NBO) partial charges, in e, on atoms 1 to 4:
1 C -0.22
2 C 0.08
3 C 0.10
4 C -0.12


(2)
This record from the Open Molecules 2025 dataset describes a single C6H7N3S molecule at a distorted geometry. The level of theory is ωB97M-V with the def2-TZVPD basis set.

Calculated values
E_LUMO ... 0.79 eV
Total energy ... -21637.97441 eV

```
! wB97M-V def2-TZVPD RIJCOSX def2/J DEFGRID3
* xyz 0 1
C 0.92020 -1.87971 -0.31827
C -1.33944 -1.34123 0.06722
C -1.63808 -0.61923 2.39147
C -1.07551 0.07925 0.42878
C 2.20069 -1.99576 -0.33174
C -0.85397 1.08445 -0.45023
N -0.26419 -1.95153 -0.57777
N -1.37407 0.37065 1.68759
N -0.81639 2.46528 -0.09180
S -1.67417 -2.24146 1.68454
H -2.24426 -1.56982 -0.49636
H -1.99269 -0.56305 3.46130
H 2.77812 -2.78725 0.15049
H 2.70218 -1.12005 -0.73870
H -0.74134 0.82153 -1.51861
H -0.34584 3.29784 -0.53438
H -0.82725 2.41280 0.96036
*
```

These are the natural (NBO) partial charges, in e, on atoms 1 to 4:
1 C 0.45
2 C -0.16
3 C -0.04
4 C -0.05


(3)
This record from the Open Molecules 2025 dataset describes a gas-phase ion, C6H7N4O (charge +1) at a distorted geometry. The level of theory is ωB97M-V with the def2-TZVPD basis set.

Calculated values
E_LUMO (alpha / beta) ... -5.88 / -5.78 eV
Total energy ... -14329.50093 eV

```
! wB97M-V def2-TZVPD RIJCOSX def2/J DEFGRID3
* xyz 1 1
C 0.23622 -1.46234 -0.14972
C -0.75006 -1.31185 -1.01105
C -0.74012 2.38335 -0.01569
C 0.40860 1.75292 -0.29749
C -3.06496 -0.12992 0.34250
C 0.75889 -0.35835 0.72019
N -1.94065 1.87104 -0.14684
N -1.30780 -0.04680 -1.27786
N -2.03953 0.62300 -0.46204
N 1.16093 0.73088 -0.19776
O -2.75523 -1.22308 0.69529
H 0.78269 -2.36092 -0.11378
H -1.00375 -2.06602 -1.72853
H -0.71288 3.35932 0.54736
H -4.12635 0.20186 0.52360
H -0.09629 0.13983 1.36917
H 1.59689 -0.52389 1.38753
H 1.63790 0.39359 -1.01542
*
```

These are the natural (NBO) partial charges, in e, on atoms 1 to 4:
1 C -0.27
2 C 0.01
3 C -0.09
4 C 0.41


(4)
This record from the Open Molecules 2025 dataset describes a gas-phase ion, C6H7N4S (charge +1) at a distorted geometry. The level of theory is ωB97M-V with the def2-TZVPD basis set.

Calculated values
E_LUMO ... -4.67 eV
Total energy ... -23123.00813 eV

```
! wB97M-V def2-TZVPD RIJCOSX def2/J DEFGRID3
* xyz 1 1
C -0.69382 0.54920 2.93568
C -1.10541 -0.77589 2.93457
C 1.71836 0.44639 -1.89555
C 0.72218 0.89884 -1.11672
C -0.14077 -0.60343 -2.57584
C -1.55837 0.15853 1.04537
N -0.92451 1.08836 1.71030
N 1.21340 -0.43929 -2.78209
N -1.77263 -0.92970 1.72446
N -0.36650 0.24286 -1.55699
S -2.16913 0.32707 -0.67828
H -0.12612 0.98599 3.76075
H -1.05208 -1.49562 3.71112
H 2.74697 0.77008 -2.05566
H 0.91413 1.73538 -0.42459
H -0.78536 -1.22626 -3.10846
H 1.76025 -0.72201 -3.66823
H -2.16513 -1.71113 1.40215
*
```

These are the natural (NBO) partial charges, in e, on atoms 1 to 4:
1 C -0.06
2 C -0.07
3 C -0.04
4 C -0.07


(5)
This record from the Open Molecules 2025 dataset describes a single C6H7N5O2S2 molecule at a distorted geometry. The level of theory is ωB97M-V with the def2-TZVPD basis set.

Calculated values
E_LUMO ... -0.02 eV
Total energy ... -39546.87015 eV

```
! wB97M-V def2-TZVPD RIJCOSX def2/J DEFGRID3
* xyz 0 1
C -1.77677 1.21545 -0.73793
C 1.90766 1.68620 0.77955
C 1.96878 1.17150 -1.35348
C -3.42163 0.71261 0.61135
C -1.07287 0.36367 0.08101
C 0.16359 -2.70262 0.94306
N -3.04164 1.41005 -0.41162
N 2.76350 2.44871 0.18431
N 2.80164 2.13664 -1.13175
N 1.39004 0.82704 -0.17387
N 0.47756 -0.14254 0.10365
O -0.52623 -1.89739 -1.45462
O 1.81972 -2.09090 -1.01329
S -2.17806 -0.21676 1.38653
S 0.52478 -1.73040 -0.51624
H -1.34767 1.84628 -1.48206
H 1.42644 1.85423 1.78268
H 2.05542 0.55371 -2.26282
H -4.39098 0.95966 0.86642
H -0.75672 -2.37656 1.43579
H 0.41565 -3.72379 0.60036
H 0.79778 -2.30477 1.76296
*
```

These are the natural (NBO) partial charges, in e, on atoms 1 to 4:
1 C -0.07
2 C 0.14
3 C 0.13
4 C -0.13


(6)
This record from the Open Molecules 2025 dataset describes a single C6H7N5O2S2 molecule at a distorted geometry. The level of theory is ωB97M-V with the def2-TZVPD basis set.

Calculated values
E_LUMO (alpha / beta) ... 0.45 / -3.60 eV
Total energy ... -39542.79016 eV

```
! wB97M-V def2-TZVPD RIJCOSX def2/J DEFGRID3
* xyz 0 3
C 1.49431 0.49381 0.71250
C 0.64397 -1.48508 -1.82329
C 1.41576 -0.66352 -3.66347
C 1.97675 2.58667 1.40540
C 1.71629 1.23582 -0.63614
C -2.13012 -0.01295 1.43676
N 1.53361 1.48002 1.78114
N 0.56844 -2.36160 -2.76069
N 1.11110 -1.89796 -3.86618
N 1.19908 -0.31609 -2.32083
N 1.57173 0.90260 -1.81854
O 0.34057 -0.27028 0.77442
O -0.68552 2.06659 0.53942
S 2.25608 2.84248 -0.28794
S -0.96681 0.64053 0.23040
H 2.48494 -0.20070 0.81829
H 0.26784 -1.59994 -0.87767
H 1.68004 0.12184 -4.45397
H 2.14738 3.48134 1.98814
H -1.93026 -0.03171 2.55621
H -3.13830 0.34851 1.16525
H -2.42981 -1.11310 1.24680
*
```

These are the natural (NBO) partial charges, in e, on atoms 1 to 4:
1 C 0.15
2 C 0.09
3 C 0.15
4 C -0.10


(7)
This record from the Open Molecules 2025 dataset describes a single C6H7N5OS molecule at a distorted geometry. The level of theory is ωB97M-V with the def2-TZVPD basis set.

Calculated values
E_LUMO ... 0.46 eV
Total energy ... -26665.97926 eV

```
! wB97M-V def2-TZVPD RIJCOSX def2/J DEFGRID3
* xyz 0 1
C -2.06424 0.03554 -1.85296
C 0.80918 -1.68751 0.73247
C -0.73152 -0.22505 -1.81026
C -0.26644 -1.77871 1.54458
C -1.30294 1.18309 -0.23282
C 0.60460 0.12190 1.96603
N -2.40037 0.91325 -0.86117
N 1.40157 -0.45117 0.98598
N 1.67195 1.97271 0.25890
N -0.22947 0.51451 -0.75983
N -0.38188 -0.62140 2.28356
O 2.15718 0.03211 -1.37802
S 1.40754 0.60223 -0.30477
H -2.80596 -0.34106 -2.52596
H 1.23492 -2.33662 -0.00195
H -0.07878 -0.82615 -2.40417
H -0.97116 -2.57589 1.66149
H -1.19622 1.83851 0.60506
H 0.82282 1.09497 2.35267
H 2.31923 2.53475 -0.25882
*
```

These are the natural (NBO) partial charges, in e, on atoms 1 to 4:
1 C -0.09
2 C -0.11
3 C -0.09
4 C -0.05


(8)
This record from the Open Molecules 2025 dataset describes a single C6H7NO molecule at a distorted geometry. The level of theory is ωB97M-V with the def2-TZVPD basis set.

Calculated values
E_LUMO ... 0.45 eV
Total energy ... -9869.15192 eV

```
! wB97M-V def2-TZVPD RIJCOSX def2/J DEFGRID3
* xyz 0 1
C -2.15570 -0.16323 0.26002
C 0.03389 -1.07905 -0.14185
C 1.35917 -1.17347 -0.29123
C 2.13345 0.00397 -0.18162
C 1.19903 1.16775 -0.22310
C -0.14931 1.22204 -0.29312
H -2.84358 0.73326 0.12000
H -2.48114 -1.06060 -0.26209
H -2.42764 -0.27543 1.34653
H -0.59193 -1.79490 -0.18129
H 1.94353 -1.97891 -0.36897
H 1.90927 1.94038 0.35059
H -0.47826 2.33225 -0.26727
N -0.80301 0.11496 -0.21359
O 3.35221 0.01098 0.34700
*
```

These are the natural (NBO) partial charges, in e, on atoms 1 to 4:
1 C -0.42
2 C 0.05
3 C -0.29
4 C 0.45


Number 2 is which compound? C6H7N3S


Please write out number 8 again, unchanged.
This record from the Open Molecules 2025 dataset describes a single C6H7NO molecule at a distorted geometry. The level of theory is ωB97M-V with the def2-TZVPD basis set.

Calculated values
E_LUMO ... 0.45 eV
Total energy ... -9869.15192 eV

```
! wB97M-V def2-TZVPD RIJCOSX def2/J DEFGRID3
* xyz 0 1
C -2.15570 -0.16323 0.26002
C 0.03389 -1.07905 -0.14185
C 1.35917 -1.17347 -0.29123
C 2.13345 0.00397 -0.18162
C 1.19903 1.16775 -0.22310
C -0.14931 1.22204 -0.29312
H -2.84358 0.73326 0.12000
H -2.48114 -1.06060 -0.26209
H -2.42764 -0.27543 1.34653
H -0.59193 -1.79490 -0.18129
H 1.94353 -1.97891 -0.36897
H 1.90927 1.94038 0.35059
H -0.47826 2.33225 -0.26727
N -0.80301 0.11496 -0.21359
O 3.35221 0.01098 0.34700
*
```

These are the natural (NBO) partial charges, in e, on atoms 1 to 4:
1 C -0.42
2 C 0.05
3 C -0.29
4 C 0.45


What is the formula in the first record? C6H7N3S